Entry 1:
{
  "formula": "C3H2F2O2",
  "method": "ωB97M-V with the def2-TZVPD basis set",
  "elements": ["O", "C", "O", "C", "C", "F", "F", "H", "H"],
  "positions_angstrom": [[1.14117, 1.99564, -0.07270], [0.82422, 0.86277, 0.20145], [1.39372, 0.28135, 1.24254], [-0.32397, 0.30677, -0.55494], [-0.91029, -0.84864, -0.36897], [-2.07740, -1.16300, -0.89360], [-0.50389, -1.75823, 0.51825], [1.18685, -0.66627, 1.25299], [-0.73040, 0.98962, -1.32503]],
  "smiles": "O=C(O)C=C(F)F",
  "homo_energy_ev": -10.8,
  "charge": 0,
  "lumo_energy_ev": 0.424,
  "homo_lumo_gap_ev": 11.23
}

***

Entry 2:
{
  "formula": "C4H8N2O2",
  "method": "ωB97M-V with the def2-TZVPD basis set",
  "elements": ["C", "N", "N", "C", "C", "C", "O", "O", "H", "H", "H", "H", "H", "H", "H", "H"],
  "positions_angstrom": [[-2.15238, -0.61501, 0.39108], [-1.43881, -0.17143, -0.84948], [-0.59160, 0.94501, -0.45522], [0.54143, 0.52956, -0.13493], [1.58628, 1.62205, 0.32290], [1.01499, -0.87344, -0.03630], [0.97437, -1.59590, 0.96728], [1.67178, -1.25703, -1.16193], [-2.49649, 0.25172, 1.06047], [-3.03456, -1.26141, 0.08105], [-1.42631, -1.32576, 0.92799], [-2.08744, 0.27419, -1.51236], [0.96566, 2.51635, 0.41112], [2.43912, 1.76823, -0.45422], [1.96979, 1.33295, 1.33792], [2.06416, -2.14009, -0.89538]],
  "smiles": "CN/N=C(/C)C(=O)O",
  "homo_energy_ev": -9.2,
  "charge": 0,
  "lumo_energy_ev": 0.805,
  "homo_lumo_gap_ev": 9.99
}

***

Entry 3:
{
  "formula": "C4H8FN",
  "method": "ωB97M-V with the def2-TZVPD basis set",
  "elements": ["C", "C", "C", "N", "C", "F", "H", "H", "H", "H", "H", "H", "H", "H"],
  "positions_angstrom": [[0.71768, 1.44905, -0.37255], [0.04347, 0.42674, 0.03687], [0.98419, -0.70896, 0.44907], [0.40992, -1.94317, -0.31333], [-1.42235, 0.48007, 0.28258], [-2.20485, -0.55096, -0.22598], [0.15857, 2.36538, -0.76063], [1.76687, 1.60397, -0.58985], [2.04959, -0.20370, 0.03132], [1.34482, -0.91908, 1.56333], [0.45853, -1.78403, -1.35597], [-0.73789, -1.92347, -0.22614], [-2.04861, 1.46049, 0.08627], [-1.51993, 0.24767, 1.39501]],
  "smiles": "C=C(CN)CF",
  "homo_energy_ev": -9.2,
  "charge": 0,
  "lumo_energy_ev": 0.869,
  "homo_lumo_gap_ev": 10.03
}

***

Entry 4:
{
  "formula": "C37H27BFeN7O2",
  "method": "ωB97M-V with the def2-TZVPD basis set",
  "elements": ["Fe", "C", "C", "C", "C", "N", "C", "C", "C", "C", "C", "C", "N", "C", "C", "C", "C", "C", "N", "H", "H", "H", "H", "H", "H", "H", "H", "H", "H", "H", "O", "B", "O", "C", "C", "C", "C", "C", "C", "H", "H", "H", "H", "N", "C", "C", "C", "C", "C", "C", "H", "H", "H", "H", "H", "N", "C", "C", "C", "C", "C", "C", "C", "N", "C", "C", "N", "C", "H", "H", "H", "H", "H", "H", "H"],
  "positions_angstrom": [[-0.10525, 0.03040, -0.02343], [0.40734, -4.28500, -1.13152], [1.71828, -4.26993, -1.64878], [2.41580, -3.09378, -1.64808], [1.82285, -1.91906, -1.13276], [0.52080, -1.94138, -0.67187], [-0.12649, -3.09819, -0.67522], [2.48960, -0.67052, -0.99636], [3.80184, -0.40965, -1.44290], [4.35158, 0.84328, -1.24986], [3.61192, 1.82946, -0.61535], [2.31167, 1.53479, -0.16555], [1.76235, 0.29990, -0.36015], [1.49606, 2.44806, 0.57010], [1.84567, 3.78919, 0.82979], [1.05758, 4.56268, 1.63787], [-0.12441, 4.00751, 2.16357], [-0.44171, 2.70993, 1.81883], [0.31963, 1.93004, 1.06445], [-0.16829, -5.19630, -1.09692], [2.16022, -5.17621, -2.03716], [3.42334, -3.05402, -2.03507], [-1.13504, -3.06787, -0.28199], [4.37433, -1.17997, -1.93591], [5.35993, 1.05306, -1.57773], [4.04165, 2.80530, -0.45559], [2.73334, 4.20150, 0.37542], [1.33500, 5.58319, 1.86735], [-0.76517, 4.58306, 2.81282], [-1.35267, 2.25357, 2.18562], [-1.57040, -1.51021, 2.34638], [-2.45549, -1.00091, 1.36304], [-3.76579, -1.49902, 1.59791], [-3.64635, -2.33940, 2.64301], [-4.61313, -3.12004, 3.23851], [-4.22058, -3.92022, 4.30585], [-2.90130, -3.97056, 4.72221], [-1.91974, -3.19404, 4.11380], [-2.31170, -2.35742, 3.09002], [-5.63398, -3.10719, 2.89104], [-4.96512, -4.52078, 4.80953], [-2.61164, -4.63689, 5.52496], [-0.88726, -3.23255, 4.42158], [-2.04675, -0.28517, 0.25767], [-2.97560, -0.06969, -0.75416], [-2.73045, -0.59750, -2.02741], [-3.63487, -0.41881, -3.05184], [-4.80211, 0.29997, -2.84168], [-5.06576, 0.81495, -1.58234], [-4.17068, 0.62537, -0.54597], [-1.81743, -1.15645, -2.17261], [-3.43708, -0.85389, -4.02392], [-5.50845, 0.44222, -3.64924], [-5.98053, 1.36620, -1.40333], [-4.38941, 1.00719, 0.44083], [4.63474, 6.58359, -7.09622], [3.96922, 5.99458, -6.35390], [3.15640, 5.29619, -5.46434], [3.57351, 4.07489, -4.88561], [2.75486, 3.38786, -4.02817], [1.47585, 3.88144, -3.70733], [1.06632, 5.10555, -4.26646], [1.87951, 5.79625, -5.12228], [0.61284, 3.16525, -2.88210], [-0.43090, 3.66584, -2.14203], [-1.02380, 2.59752, -1.53462], [-0.37848, 1.44884, -1.87659], [0.59719, 1.82238, -2.67805], [4.55798, 3.69558, -5.12462], [3.10221, 2.46871, -3.57997], [0.08443, 5.49203, -4.03694], [1.55217, 6.73503, -5.54904], [-0.64022, 4.71369, -2.06733], [-1.87224, 2.58444, -0.88193], [1.27704, 1.14071, -3.14392]],
  "homo_energy_ev": [-2.0, -4.8],
  "spin_multiplicity": 5,
  "s2": 6.049,
  "charge": -1,
  "lumo_energy_ev": [1.676, 1.672],
  "homo_lumo_gap_ev": [3.63, 6.46]
}

***

Entry 5:
{
  "formula": "C56H51MnN3O6P2S2Te",
  "method": "ωB97M-V with the def2-TZVPD basis set",
  "elements": ["Mn", "O", "S", "C", "C", "C", "C", "C", "C", "C", "C", "C", "C", "P", "C", "C", "C", "C", "C", "C", "C", "C", "C", "C", "C", "C", "C", "C", "C", "C", "C", "C", "C", "C", "C", "C", "C", "C", "P", "C", "C", "C", "C", "C", "C", "C", "C", "C", "C", "C", "C", "C", "C", "H", "H", "H", "H", "H", "H", "H", "H", "H", "H", "H", "H", "H", "H", "H", "H", "H", "H", "H", "H", "H", "H", "H", "H", "H", "H", "H", "H", "H", "H", "H", "H", "H", "H", "H", "H", "O", "H", "H", "Te", "C", "C", "S", "O", "O", "C", "C", "N", "C", "N", "C", "C", "N", "O", "O", "C", "H", "H", "H", "H", "H", "H", "H", "H", "H", "H", "H", "H", "H"],
  "positions_angstrom": [[0.38727, -0.17384, -0.13724], [-0.70240, 0.00808, 2.42215], [-0.18757, 1.10383, 1.53802], [1.08118, 1.89746, 2.56600], [0.77812, 2.96396, 3.38047], [1.56370, 3.33388, 4.49181], [2.62369, 2.54261, 4.81560], [3.55530, 2.56994, 6.00301], [4.49707, 1.35356, 5.79814], [4.05560, 0.74165, 4.49063], [4.48563, -0.36405, 3.82169], [3.94558, -0.61530, 2.54357], [2.94943, 0.14148, 1.95748], [2.65858, 0.01205, 0.14209], [3.66827, -1.38077, -0.49295], [5.05342, -1.47664, -0.34590], [5.74163, -2.55760, -0.87192], [5.06451, -3.54554, -1.57708], [3.69946, -3.42880, -1.78699], [3.00929, -2.35046, -1.24796], [3.67296, 1.40138, -0.50603], [4.20002, 2.42218, 0.28112], [4.89126, 3.47680, -0.30551], [5.07026, 3.51607, -1.68128], [4.56045, 2.49388, -2.47177], [3.85992, 1.44776, -1.88876], [2.30654, 1.15842, 2.75918], [2.97367, 1.47518, 3.95972], [-1.49968, 2.30512, 1.41230], [-2.17247, 2.56442, 2.58282], [-3.17735, 3.54508, 2.68297], [-3.45635, 4.28650, 1.56932], [-4.40133, 5.44601, 1.36251], [-4.30488, 5.77309, -0.15170], [-3.33303, 4.75851, -0.70335], [-2.92424, 4.50301, -1.97737], [-2.08874, 3.38821, -2.19347], [-1.59328, 2.59114, -1.18403], [-0.89422, 0.95914, -1.65400], [-0.23455, 1.18606, -3.34404], [0.66171, 2.24320, -3.52899], [1.35615, 2.39116, -4.71859], [1.17412, 1.47425, -5.74620], [0.30353, 0.40999, -5.56850], [-0.39074, 0.25893, -4.37329], [-2.48584, 0.04421, -1.82528], [-3.23115, 0.01669, -2.95540], [-4.37292, -0.84690, -3.07951], [-4.76538, -1.63138, -2.05374], [-4.10740, -1.55590, -0.76709], [-2.93922, -0.68838, -0.64453], [-1.90255, 2.91708, 0.17825], [-2.83754, 3.95634, 0.34493], [-0.12198, 3.52892, 3.19166], [1.26771, 4.18261, 5.09611], [2.99513, 2.49713, 6.93573], [4.10951, 3.50856, 6.04170], [4.40849, 0.63185, 6.61090], [5.54340, 1.65598, 5.75306], [5.26457, -1.00815, 4.21280], [4.36184, -1.44030, 1.98490], [5.60234, -0.68808, 0.15583], [6.81431, -2.62709, -0.74028], [5.60508, -4.39486, -1.97442], [3.17494, -4.17219, -2.37542], [1.95106, -2.23508, -1.42758], [4.08984, 2.38988, 1.35881], [5.29120, 4.26811, 0.31742], [5.61556, 4.33536, -2.13423], [4.71555, 2.50780, -3.54397], [3.44728, 0.66088, -2.51252], [-1.91109, 1.97925, 3.45855], [-3.68226, 3.70890, 3.62745], [-4.10299, 6.29479, 1.97856], [-5.41717, 5.18070, 1.65495], [-3.94685, 6.78847, -0.32460], [-5.27518, 5.69430, -0.64385], [-3.27615, 5.08435, -2.82172], [-1.85967, 3.12383, -3.21858], [0.79892, 2.96405, -2.73128], [2.04304, 3.22013, -4.84353], [1.71060, 1.58704, -6.68019], [0.15709, -0.30907, -6.36586], [-1.04787, -0.59118, -4.24978], [-2.94799, 0.62383, -3.80574], [-4.89732, -0.88950, -4.02688], [-5.58976, -2.32435, -2.17371], [-4.19873, -2.39668, -0.09047], [-2.21960, -0.91912, 0.12841], [1.16614, 3.24569, -0.07307], [1.59754, 3.52498, 0.74386], [1.69944, 3.62367, -0.78163], [-4.67211, 0.27825, 0.44387], [-5.79468, -4.25641, 1.15954], [-5.19184, -5.17085, 0.09592], [-3.53350, -5.72274, 0.55141], [-3.56594, -7.12276, 0.87089], [-2.98364, -4.77992, 1.49498], [-2.59646, -5.54887, -0.97977], [-1.08117, -5.59663, -0.76918], [-0.51731, -4.40413, -0.12190], [-0.48388, -3.18845, -0.70456], [-0.06046, -2.26770, 0.15007], [0.19436, -2.90224, 1.33390], [-0.08124, -4.21559, 1.17935], [0.09752, -5.24213, 2.16939], [0.04983, -6.40668, 1.81106], [0.30986, -4.85808, 3.29846], [-0.81162, -2.92974, -2.13431], [-6.71615, -3.81126, 0.78366], [-5.10508, -3.45857, 1.43078], [-6.02444, -4.81262, 2.06702], [-5.09166, -4.66819, -0.86858], [-5.76411, -6.08825, -0.03809], [-2.91813, -4.61981, -1.45151], [-2.89202, -6.39956, -1.59530], [-0.60800, -5.69052, -1.74421], [-0.80614, -6.45934, -0.17633], [0.53068, -2.38199, 2.21589], [-0.33430, -3.66281, -2.78656], [-0.44261, -1.94237, -2.39194], [-1.88721, -2.94819, -2.32661]],
  "homo_energy_ev": [-9.4, -8.9],
  "spin_multiplicity": 5,
  "s2": 6.055,
  "charge": 1,
  "lumo_energy_ev": [-2.480, -2.508],
  "homo_lumo_gap_ev": [6.94, 6.41]
}

***

Entry 6:
{
  "formula": "C17H17ClN2O3",
  "method": "ωB97M-V with the def2-TZVPD basis set",
  "elements": ["C", "N", "C", "C", "C", "C", "C", "C", "C", "C", "O", "C", "O", "C", "O", "C", "C", "C", "C", "Cl", "C", "C", "N", "H", "H", "H", "H", "H", "H", "H", "H", "H", "H", "H", "H", "H", "H", "H", "H", "H"],
  "positions_angstrom": [[-3.16096, -2.23954, -1.50120], [-2.73082, -1.73638, -0.21361], [-3.79514, -1.25190, 0.63633], [-4.32388, 0.10263, 0.21149], [-5.67571, 0.38556, 0.36223], [-6.18000, 1.62162, -0.00009], [-5.33714, 2.58681, -0.52466], [-3.99039, 2.30934, -0.68147], [-3.48258, 1.07447, -0.31486], [-1.41894, -1.64395, 0.04792], [-0.55787, -2.04578, -0.71828], [-0.99996, -1.01556, 1.38704], [0.38765, -0.76282, 1.31739], [0.74029, 0.29859, 0.55549], [-0.06361, 1.11612, 0.17432], [2.18826, 0.34547, 0.30091], [2.81292, 1.58972, 0.32384], [4.16952, 1.72019, 0.11948], [4.90804, 0.57006, -0.13493], [6.61239, 0.69952, -0.38574], [4.31308, -0.66920, -0.20910], [2.93268, -0.81598, -0.00155], [2.36497, -2.04287, -0.09137], [-2.27842, -2.48392, -2.08776], [-3.77028, -3.13593, -1.36971], [-3.74658, -1.47922, -2.02061], [-4.61033, -1.98322, 0.59482], [-3.45197, -1.20652, 1.67270], [-6.33686, -0.36699, 0.76892], [-7.23266, 1.82888, 0.12381], [-5.73018, 3.55096, -0.81076], [-3.32438, 3.05516, -1.08768], [-2.42814, 0.88223, -0.44495], [-1.14262, -1.72186, 2.20772], [-1.53783, -0.08081, 1.57503], [2.20630, 2.45996, 0.52334], [4.65110, 2.68311, 0.15491], [4.90803, -1.54222, -0.43136], [2.91291, -2.77424, -0.51151], [1.36001, -2.11221, -0.20194]],
  "smiles": "CN(Cc1ccccc1)C(=O)COC(=O)c1ccc(Cl)cc1N",
  "homo_energy_ev": -8.0,
  "charge": 0,
  "lumo_energy_ev": 0.622,
  "homo_lumo_gap_ev": 8.64
}

***

Energy relative to the best compared isomer or geometry (same formula, charge and spin) for every record listed, in sequence, given in eV: 0.397, 2.787, 2.884, 0.000, 1.300, 0.527.